Record 1
ORCA calculation (the ωB97M-V functional and the def2-TZVPD basis) on C23H21N4O4RhS2 as an isolated structure in a non-equilibrium geometry.

Output
E   -2315.3516 hartree
HOMO (alpha / beta)   -13.2 / -13.9 eV
Total charge   +2
2S+1   5
<S²>   6.0354

The geometry in XYZ format:
```
55
Properties=species:S:1:pos:R:3:forces:R:3
Rh -0.47232 -0.10328 0.39557 0.02 0.79 0.01
S 0.08474 1.59526 1.64999 -0.06 -0.37 -0.15
C -0.26808 3.01712 0.68444 0.03 0.26 0.01
N 0.13022 4.21844 1.13918 -0.05 -0.15 -0.10
C 0.04692 5.34031 0.20451 0.00 -0.01 0.00
C -1.22772 5.24407 -0.60525 -0.01 -0.02 0.00
N -1.29970 3.93726 -1.26312 0.12 -0.08 0.08
C -2.02200 3.88658 -2.54495 0.00 0.02 0.08
C -3.45296 4.32855 -2.36247 0.01 -0.02 -0.03
C -4.29837 3.61302 -1.51787 0.00 0.00 0.00
C -5.61019 4.01926 -1.34019 0.00 0.02 -0.01
C -6.08401 5.14302 -2.00745 0.00 0.01 0.00
C -5.24571 5.85662 -2.84957 -0.02 0.00 0.01
C -3.92831 5.45268 -3.02372 -0.01 -0.03 0.01
C -0.88931 2.87438 -0.56312 -0.07 0.13 -0.09
S -1.16805 1.25028 -1.18975 0.03 -0.15 0.07
C 0.51646 4.52480 2.52744 -0.03 0.03 -0.06
C -0.57571 5.33859 3.17724 0.01 -0.01 0.03
C -0.32721 6.63889 3.59765 -0.02 -0.03 0.01
C -1.33968 7.38082 4.19130 -0.03 0.00 0.01
C -2.60063 6.82715 4.35569 0.02 0.02 0.00
C -2.85334 5.52741 3.93315 0.01 0.01 -0.01
C -1.84347 4.78503 3.34367 0.02 0.02 0.02
H 0.92933 5.31322 -0.44136 -0.01 0.01 0.00
H 0.05467 6.26430 0.77818 -0.01 0.00 0.00
H -1.24985 6.01489 -1.37343 0.01 0.00 0.00
H -2.10686 5.37219 0.03255 0.01 0.01 0.00
H -1.95531 2.87558 -2.93951 0.00 0.00 0.00
H -1.49771 4.54873 -3.23567 -0.01 0.00 0.00
H -3.93426 2.73024 -1.00047 0.01 0.01 -0.01
H -6.26771 3.45964 -0.68851 0.00 0.00 0.00
H -7.10955 5.45842 -1.87177 0.00 0.00 0.00
H -5.61501 6.72769 -3.37335 0.00 0.00 0.00
H -3.27631 6.00865 -3.68767 0.00 0.00 0.00
H 1.45231 5.08372 2.48875 0.00 0.00 0.01
H 0.70333 3.59359 3.05643 -0.01 0.00 0.00
H 0.66123 7.06848 3.48117 0.00 0.00 0.00
H -1.14044 8.38838 4.52982 0.00 0.00 0.00
H -3.38740 7.40549 4.82058 0.00 0.00 0.00
H -3.83365 5.09268 4.07421 0.00 0.00 0.00
H -2.04121 3.76475 3.02878 0.01 0.00 0.00
O 0.14029 -5.75949 1.17099 -0.65 -0.67 -1.03
C -0.49369 -5.54817 0.08990 0.91 1.81 1.72
O -0.89833 -6.48757 -0.63017 -0.33 -1.17 -0.66
C -0.80694 -4.19186 -0.39050 -0.13 -0.43 -0.32
C -1.50341 -3.83810 -1.53849 -0.13 0.11 -0.14
N -1.55329 -2.50496 -1.56411 0.12 -0.27 0.09
N -0.92568 -1.96334 -0.50689 -0.01 -0.53 0.01
C -0.46663 -2.97330 0.21582 -0.04 0.36 0.03
C 0.26766 -2.64088 1.48021 0.05 0.99 0.09
O 0.71768 -3.54676 2.16767 -0.03 -0.77 0.11
O 0.36025 -1.38728 1.73268 0.04 -0.82 0.04
H 0.39722 -4.87330 1.67793 0.29 0.79 0.22
H -1.95465 -4.44458 -2.30816 -0.02 0.04 -0.03
H -1.98654 -1.91857 -2.26282 -0.02 0.05 -0.03
```
Positions in Å, forces in eV/Å.

---

Record 2
ORCA calculation (the ωB97M-V functional and the def2-TZVPD basis) on C23H22CoN11S2 as an isolated structure.

Output
E   -3670.7941 hartree
HOMO   -13.9 eV
Total charge   +2

The geometry in XYZ format:
```
59
Properties=species:S:1:pos:R:3:forces:R:3
Co 0.55230 0.54332 0.20447 -0.55 -0.51 -0.24
C 3.80207 0.20539 4.23738 0.09 -0.01 0.01
S 3.12113 1.83189 3.86574 0.01 0.04 -0.07
C 2.15102 1.55911 2.46633 0.08 -0.11 0.06
S 2.01160 -0.01083 1.72970 0.24 -0.03 0.42
N 1.53479 2.60919 1.99909 -0.19 -0.30 -0.36
N 0.79547 2.29067 0.87804 0.32 0.85 -0.01
C 0.23313 3.26426 0.26193 -0.20 -0.08 -0.13
C -0.60568 2.89685 -0.87690 0.09 -0.06 0.23
C -1.32835 3.80115 -1.63106 0.01 -0.01 0.00
C -2.12750 3.31520 -2.65783 -0.01 0.02 -0.02
C -2.17633 1.95145 -2.88602 -0.02 -0.01 -0.01
C -1.41921 1.10845 -2.08561 0.12 0.09 -0.02
N -0.64573 1.56746 -1.10537 -0.23 -0.39 -0.21
H 4.62737 0.40498 4.91875 -0.04 -0.01 0.05
H 4.20856 -0.27234 3.34965 -0.02 0.03 -0.02
H 3.07237 -0.43293 4.72835 -0.02 0.01 -0.03
H 0.37370 4.28271 0.60482 -0.06 0.02 0.01
H -1.27038 4.85851 -1.41119 0.00 0.00 -0.01
H -2.70411 3.99596 -3.26951 0.00 0.00 0.01
H -2.79147 1.53425 -3.67063 0.01 0.01 0.00
H -1.42882 0.03906 -2.24071 0.03 0.00 -0.02
N -0.19462 -2.42708 1.76864 0.13 0.02 0.00
C 0.24647 -2.54477 0.51660 0.07 -0.02 0.01
N 0.28772 -3.76957 0.01286 -0.01 0.07 -0.02
C 0.82009 -3.90572 -1.19786 0.00 -0.10 -0.11
N 0.82954 -5.10510 -1.76078 -0.05 0.04 0.00
N 1.40879 -2.89270 -1.89529 -0.01 -0.01 0.15
C 1.29911 -1.73081 -1.32885 0.28 0.18 0.03
N 0.64651 -1.43231 -0.18226 -0.41 -0.15 -0.36
C 2.03096 -0.58495 -1.91147 -0.28 0.03 -0.11
C 2.85273 -0.70668 -3.01471 -0.03 -0.02 -0.01
C 3.50909 0.42153 -3.47823 0.01 0.00 -0.03
C 3.30427 1.62922 -2.83045 0.01 0.01 -0.04
C 2.45683 1.67120 -1.73969 0.07 -0.08 0.13
N 1.83845 0.58052 -1.27797 0.47 0.34 0.21
H -0.36861 -3.28937 2.25969 -0.03 0.02 0.02
H -0.01959 -1.58533 2.29052 0.00 0.01 0.01
H 0.43907 -5.89091 -1.26906 0.00 -0.02 0.00
H 1.26176 -5.23360 -2.65946 0.01 -0.01 0.00
H 2.95880 -1.67470 -3.48213 0.01 0.00 0.01
H 4.16755 0.35891 -4.33414 0.00 0.01 0.01
H 3.79794 2.53338 -3.15684 -0.01 0.00 0.00
H 2.27782 2.59446 -1.20837 0.05 0.00 0.02
N -2.51195 0.73729 2.91362 0.03 0.02 -0.06
C -1.32672 1.04885 2.37712 0.01 -0.11 0.07
N -1.09310 0.37942 1.26300 0.15 0.01 0.57
C -2.22391 -0.42656 1.05040 -0.05 0.29 -0.24
C -2.57050 -1.30043 0.01644 -0.02 0.03 0.02
C -3.78696 -1.94017 0.10192 -0.02 0.00 0.02
C -4.66621 -1.71836 1.17697 -0.02 -0.02 -0.02
C -4.35346 -0.83876 2.18785 0.02 0.01 -0.04
C -3.11927 -0.20066 2.09298 -0.07 0.02 0.09
H -2.88913 1.13934 3.75702 -0.02 -0.01 0.00
H -0.65190 1.76104 2.82731 0.00 -0.04 0.02
H -1.91668 -1.48129 -0.82403 0.04 -0.05 0.05
H -4.07895 -2.63047 -0.67824 0.00 0.01 0.01
H -5.61160 -2.24255 1.20305 0.01 0.00 -0.01
H -5.03624 -0.64606 3.00441 0.02 -0.01 0.01
```
Positions in Å, forces in eV/Å.

---

Record 3
ORCA calculation (the ωB97M-V functional and the def2-TZVPD basis) on an isolated ion of composition C23H22F12N4O11PS3 and charge +1 in a non-equilibrium geometry.

Output
E   -4669.9445 hartree
HOMO   -12.6 eV
SMILES   NC(=O)CC[C@]1(C(=O)NC(=O)F)[N@@H+](CCO)[C@]([PH2]=O)(C(=O)NC(=O)F)[C@@](S(=O)(=O)F)(S(=O)(=O)C(F)(F)C(F)(F)C(F)(F)C(F)(F)F)[C@@]1(S)c1ccccc1
Total charge   +1

The geometry in XYZ format:
```
76
Properties=species:S:1:pos:R:3:forces:R:3
N 2.13473 -2.11458 4.86405 -1.01 -0.35 -1.03
C 1.44090 -3.16857 4.15965 -0.24 -0.96 -0.18
O 1.04594 -4.14927 4.73951 0.15 1.02 -0.30
C 1.12914 -3.15980 2.58066 0.89 -0.11 0.92
C 1.48788 -1.75599 1.96274 0.71 0.28 0.42
C 0.81486 -1.36092 0.53619 -2.35 0.46 1.79
C 0.75888 -2.81683 -0.03311 0.19 -2.84 -1.72
O 1.77195 -3.42614 -0.33338 0.03 2.25 0.31
N -0.42933 -3.65124 -0.14946 0.71 0.72 2.53
C -0.07471 -5.03381 -0.39109 0.45 -1.46 -1.77
O 0.01996 -5.42718 -1.50187 -0.06 0.33 0.52
F 0.13247 -5.95056 0.61633 -0.60 2.31 -0.20
N 1.64898 -0.30250 -0.17110 2.04 -1.12 -0.62
C 1.98594 -0.24945 -1.62387 1.32 0.46 -3.34
C 2.31795 -1.51646 -2.48194 0.57 -1.71 -0.38
O 2.60035 -1.04071 -3.81678 -0.04 0.00 1.01
C 1.33377 1.11787 0.33884 1.32 -0.28 1.83
P 1.90960 2.66243 -0.63223 -0.21 3.20 -2.90
O 0.93208 3.39077 -1.48297 -0.14 -1.35 0.71
C 2.58737 1.18419 1.36110 1.51 0.73 2.53
O 2.68749 0.98231 2.53068 -1.72 -0.30 -0.80
N 3.93480 1.49916 0.74646 -0.86 -1.62 -1.75
C 4.89724 0.49757 1.10083 1.58 0.31 1.64
O 5.68596 0.68470 1.96311 -0.21 -0.11 -0.71
F 4.94120 -0.72141 0.45301 -1.56 1.64 -0.14
C -0.19596 1.07908 0.85538 0.56 -2.25 -0.94
S -0.24018 1.85887 2.55967 2.47 3.44 6.59
O 0.62765 3.03817 2.61821 -1.73 -1.59 -2.35
O 0.16520 0.98474 3.64782 -1.53 -0.83 -2.49
F -1.68842 2.40028 3.04523 1.58 -1.29 -1.89
S -1.50431 2.11269 0.01013 -4.16 5.17 3.02
O -1.20358 3.50595 0.38220 1.53 -2.16 -1.36
O -2.84637 1.88805 0.56981 2.28 -2.07 -1.08
C -1.84141 2.09781 -1.78443 -1.30 -1.71 -4.61
F -2.94855 1.28573 -2.05884 1.66 1.03 1.52
F -0.88854 1.60179 -2.65189 -0.37 0.72 1.77
C -2.34187 3.49504 -2.44320 0.27 -0.38 -2.60
F -2.82440 3.04112 -3.69038 0.55 0.16 1.92
F -1.32975 4.32015 -2.83284 -1.24 -0.79 1.65
C -3.57967 4.22182 -1.80790 -2.43 1.71 -0.93
F -4.57044 3.42371 -1.28209 2.02 0.28 -0.53
F -4.21887 4.83835 -2.89747 1.40 -0.80 1.28
C -3.35486 5.40743 -0.77822 -1.36 1.76 1.77
F -4.27957 6.40048 -1.05526 1.41 -1.53 0.18
F -2.14306 6.00445 -0.77512 -1.23 -1.23 -0.12
F -3.69232 4.98004 0.49372 1.08 0.39 -1.86
C -0.56408 -0.50711 0.71361 -2.05 -2.78 0.35
S -1.42630 -1.14152 2.27779 0.55 0.68 1.34
C -1.67963 -0.91277 -0.35228 -2.20 -0.47 -3.13
C -3.14166 -1.00798 -0.04548 0.01 -0.30 -1.89
C -4.14765 -1.43078 -1.03794 1.78 -0.08 -0.80
C -3.78550 -1.80315 -2.41080 2.28 0.94 1.91
C -2.36372 -1.69870 -2.75226 -0.85 0.32 1.59
C -1.36897 -1.28037 -1.76090 -1.31 0.17 0.45
H 1.39501 -1.48858 5.21650 0.76 -0.14 0.15
H 2.80137 -1.60511 4.28166 -0.44 0.05 0.21
H 1.75818 -4.01721 2.19281 -0.68 1.12 0.12
H 0.06327 -3.47951 2.51928 0.94 0.46 0.09
H 1.27464 -0.99553 2.75646 -0.09 -0.45 -1.01
H 2.62467 -1.77930 1.87923 -1.19 0.12 -0.44
H -1.03798 -3.57090 0.66902 -0.15 0.21 -0.48
H 2.58202 -0.58477 0.20195 -0.40 0.37 -0.21
H 3.00880 0.24700 -1.65375 -1.43 -0.14 0.17
H 1.28902 0.37870 -2.26083 0.39 -0.61 1.20
H 3.25004 -2.04786 -2.11759 -1.15 0.63 0.11
H 1.52179 -2.29987 -2.56861 0.42 0.85 0.42
H 3.17161 -1.70888 -4.24011 -0.38 0.48 0.21
H 2.38994 3.60820 0.34909 -0.20 -1.28 0.24
H 3.05368 2.42996 -1.47055 -0.50 -0.65 0.93
H 4.28475 2.38885 1.11721 -0.18 -0.46 0.12
H -2.02609 -2.33578 1.98923 0.34 0.77 -0.75
H -3.58249 -0.72453 0.93355 0.71 -0.15 -0.89
H -5.23621 -1.46615 -0.76120 1.40 0.11 -0.06
H -4.53069 -2.13624 -3.17212 0.72 0.40 0.90
H -2.04853 -1.93618 -3.80430 -0.16 0.27 1.35
H -0.32545 -1.25327 -2.14857 -0.87 0.00 0.49
```
Positions in Å, forces in eV/Å.